# 1
{"formula": "C11H14OS", "method": "wB97M-V/def2-TZVPD", "orbital_gap_ha": 0.3062, "e_lumo_ev": 0.08, "e_above_lowest_ev": 4.489, "spin_multiplicity": 1, "symbols": ["C", "H", "C", "H", "H", "H", "C", "C", "C", "H", "H", "C", "S", "C", "C", "C", "H", "H", "C", "H", "H", "H", "O", "C", "H", "H", "H"], "xyz": [[0.99, 2.38, -1.97], [-2.47, -0.72, -0.75], [-2.30, -0.73, 0.28], [0.31, 3.04, -2.46], [-0.68, -0.54, 3.21], [2.83, 0.58, -2.68], [-3.44, -0.81, 1.21], [-1.13, -0.85, 0.96], [0.16, -0.69, 0.38], [2.41, -1.04, -2.44], [-0.98, -2.22, 2.56], [-1.27, -1.14, 2.41], [0.58, 0.63, -2.46], [1.31, -0.33, 0.17], [2.24, -0.07, -2.05], [-2.70, -0.86, 2.58], [-4.18, 0.14, 1.01], [4.65, 0.16, -0.51], [3.73, 0.11, 0.06], [-3.99, -1.73, 0.98], [1.24, 2.56, -0.84], [-2.76, 0.13, 3.04], [0.50, 0.66, -3.92], [2.48, 0.03, -0.52], [1.87, 2.62, -2.54], [3.80, 0.29, 1.05], [-3.22, -1.60, 3.22]]}

# 2
{"formula": "C22H21N3O4S", "method": "wB97M-V/def2-TZVPD", "orbital_gap_ha": 0.3051, "e_lumo_ev": -0.07, "e_above_lowest_ev": 0.358, "smiles": "COCCn1c(SCC(=O)Nc2ccccc2C)nc2c(oc3ccccc32)c1=O", "spin_multiplicity": 1, "symbols": ["H", "C", "H", "H", "H", "C", "C", "C", "H", "C", "H", "O", "N", "H", "H", "H", "H", "C", "N", "C", "C", "C", "C", "C", "C", "C", "C", "C", "C", "H", "H", "H", "H", "H", "S", "H", "C", "C", "C", "C", "C", "H", "H", "H", "O", "H", "O", "H", "O", "C", "N"], "xyz": [[-2.78, -2.33, 3.53], [5.35, 0.51, 0.80], [0.66, -0.33, 1.33], [0.01, 5.28, -1.43], [0.62, 1.33, 0.71], [4.84, 1.06, 1.96], [-1.59, -3.62, 0.78], [1.28, -1.58, -2.84], [-3.76, -2.50, 2.06], [-1.92, 4.94, -0.56], [0.77, -0.67, -3.17], [-4.19, -1.23, 0.23], [-0.62, -0.10, -1.42], [6.42, 0.47, 0.65], [-3.48, -3.23, -0.23], [3.06, 1.52, 3.05], [5.49, 1.44, 2.73], [-0.71, 4.53, -1.14], [2.25, -0.41, -0.98], [-1.49, 0.84, -0.97], [2.52, -1.25, -2.00], [-2.88, 4.03, -0.17], [-2.41, -3.14, -0.43], [-3.15, -0.83, -0.23], [3.46, 1.10, 2.14], [-1.39, 2.26, -0.95], [-0.43, 3.20, -1.34], [-2.60, 2.69, -0.36], [-1.00, -1.34, -1.28], [0.91, 1.04, 2.42], [4.91, -0.40, -1.08], [1.28, -0.10, -0.90], [-3.81, 4.34, 0.28], [-1.90, -4.65, 1.02], [0.06, -2.58, -1.93], [0.50, 2.87, -1.78], [-2.92, -2.91, 2.62], [-2.71, 0.52, -0.41], [2.59, 0.61, 1.18], [4.51, 0.03, -0.18], [3.13, 0.07, 0.00], [1.58, -2.19, -3.68], [-0.53, -3.62, 0.53], [-2.15, -3.74, -1.31], [-1.70, -2.79, 1.90], [-2.10, 5.99, -0.43], [-3.40, 1.64, -0.05], [-3.11, -3.95, 2.87], [3.59, -1.73, -2.27], [1.11, 0.66, 1.42], [-2.16, -1.74, -0.70]]}

# 3
{"formula": "C20H13ClF3NO3", "method": "wB97M-V/def2-TZVPD", "orbital_gap_ha": 0.3074, "e_lumo_ev": -0.38, "smiles": "O=C1C[C@H](c2ccc(C(F)(F)F)cc2)Cc2c1c(=O)c1cc(Cl)ccc1n2O", "spin_multiplicity": 1, "symbols": ["C", "F", "C", "N", "C", "C", "F", "Cl", "C", "H", "H", "C", "H", "C", "C", "C", "H", "C", "F", "H", "C", "O", "C", "H", "H", "C", "C", "H", "C", "O", "C", "C", "O", "H", "H", "H", "C", "H", "C", "H", "C"], "xyz": [[-1.19, -1.94, -1.30], [3.59, 1.36, 5.31], [-2.56, -1.48, -1.51], [-1.80, 0.85, -1.34], [2.78, 0.36, 4.85], [1.27, -1.36, -1.55], [1.60, 0.53, 5.48], [-6.25, -3.02, -1.76], [1.41, 0.07, 2.75], [3.36, -0.62, -1.32], [-6.20, -0.24, -2.02], [2.36, -0.27, -1.68], [0.76, 1.82, -2.44], [-4.91, -1.95, -1.81], [-3.58, -2.41, -1.65], [3.59, 1.09, 2.54], [-3.43, -3.47, -1.57], [2.58, 0.52, 3.35], [3.26, -0.84, 5.19], [4.19, 1.69, 0.60], [-4.14, 0.31, -1.76], [-0.99, -3.10, -0.91], [-5.17, -0.58, -1.90], [4.55, 1.43, 2.99], [-4.41, 1.38, -1.89], [-0.42, 0.42, -1.37], [3.41, 1.23, 1.17], [-2.81, 2.13, -0.23], [-0.11, -0.96, -1.43], [-2.08, 2.17, -0.89], [1.21, 0.28, 1.37], [-2.83, -0.09, -1.51], [1.67, -2.51, -1.62], [0.64, -0.37, 3.38], [0.25, -0.04, 1.01], [2.43, 0.00, -2.76], [0.64, 1.51, -1.39], [2.73, 1.84, -1.27], [2.19, 0.86, 0.56], [0.36, 2.35, -0.74], [2.01, 1.05, -0.95]]}

# 4
{"formula": "C38H105N9O11", "method": "wB97M-V/def2-TZVPD", "charge": 1, "orbital_gap_ha": [0.2822, 0.0563], "s_squared": 0.757, "e_lumo_ev": [-2.87, -9.01], "spin_multiplicity": 2, "symbols": ["H", "C", "H", "H", "C", "H", "H", "N", "H", "H", "C", "C", "O", "H", "H", "C", "H", "H", "C", "C", "H", "H", "H", "H", "H", "H", "H", "H", "H", "H", "C", "H", "H", "C", "O", "H", "H", "O", "H", "N", "H", "C", "H", "H", "O", "H", "H", "H", "H", "H", "H", "H", "H", "C", "H", "C", "H", "C", "H", "H", "H", "H", "H", "H", "H", "H", "H", "H", "C", "C", "H", "H", "N", "H", "H", "H", "C", "H", "H", "C", "H", "O", "O", "H", "H", "C", "H", "H", "H", "H", "H", "C", "H", "H", "C", "H", "H", "C", "H", "C", "C", "H", "H", "H", "H", "H", "H", "C", "H", "H", "H", "C", "N", "H", "C", "H", "N", "H", "H", "H", "N", "C", "H", "H", "C", "C", "H", "H", "H", "H", "C", "H", "C", "H", "O", "H", "O", "C", "H", "H", "O", "C", "H", "H", "C", "H", "C", "C", "C", "O", "N", "C", "H", "H", "N", "H", "H", "N", "H", "O", "H", "H", "H"], "xyz": [[-1.87, -1.97, -0.04], [2.33, 1.59, -4.39], [2.75, 0.60, -4.60], [1.37, 2.94, 3.32], [2.82, 8.10, -0.14], [-0.69, 1.51, -6.88], [-2.38, -3.62, 2.94], [-0.16, 3.35, -7.27], [-2.16, 1.81, 5.82], [-4.06, 0.14, 2.22], [-1.81, 4.51, 0.98], [1.37, 1.60, -6.55], [3.60, 5.99, 0.96], [0.51, 0.55, -8.84], [-2.04, 1.29, 4.35], [2.65, 6.61, 0.07], [-3.09, -4.89, 0.32], [0.38, -4.23, 2.56], [3.99, -1.15, 4.85], [2.92, -0.67, 3.79], [-0.28, 0.42, 0.00], [-3.81, -1.47, 4.61], [1.70, 0.62, -6.89], [4.17, 4.09, 1.69], [1.82, -4.77, 1.69], [-2.22, -1.70, 7.21], [0.28, -0.69, -1.25], [-0.24, 3.54, -6.28], [2.81, 1.81, -0.16], [-0.80, -7.47, 1.44], [0.53, -6.31, 2.53], [-1.02, 3.85, 1.35], [-3.20, -2.54, -1.65], [0.42, -0.39, -0.21], [-0.79, -2.53, -4.77], [1.17, -6.09, -2.95], [2.11, 1.64, -3.32], [-1.50, -5.54, 1.39], [1.27, 2.18, 0.55], [3.51, -4.15, -1.58], [4.93, -0.60, 4.77], [-2.45, -3.72, 4.02], [-2.18, -3.63, -2.59], [-3.59, -0.04, -4.39], [-2.35, 1.02, 1.69], [-1.94, -0.88, -5.36], [1.71, -4.91, -0.80], [1.44, 1.85, -1.13], [-1.82, 0.22, 1.75], [-4.53, 2.55, 2.00], [0.65, 3.83, -7.64], [-2.14, -0.02, 7.61], [3.97, -4.98, -1.22], [-2.25, -0.27, 5.54], [-3.37, 6.97, 1.25], [-2.57, -1.59, -3.48], [1.64, 7.77, -1.66], [-2.95, -2.85, -2.66], [4.21, -2.20, 4.67], [-1.17, -0.27, 5.40], [1.70, -3.28, -3.32], [-2.54, -1.06, 3.51], [1.75, -4.92, 3.51], [1.23, 2.14, -9.31], [1.17, -2.43, -5.45], [3.25, -8.95, -2.23], [-3.72, -0.74, 7.05], [-1.82, -1.03, -2.92], [-0.97, -2.52, 0.22], [0.18, 1.97, -7.35], [2.09, 0.91, 5.01], [3.24, -8.23, -3.92], [3.44, -0.77, 2.42], [-2.58, 3.92, 0.49], [1.13, 8.81, -0.55], [-1.46, 4.91, -1.91], [-2.46, -5.77, 0.39], [-0.66, -1.90, 2.56], [-4.05, 6.55, 2.78], [1.77, 1.50, -0.15], [3.50, -3.52, -0.79], [2.93, -6.96, -2.17], [-1.39, 5.53, 0.08], [-1.09, 6.62, 2.05], [1.68, 6.37, 0.49], [3.43, 4.55, 1.03], [-2.79, 4.40, 2.78], [0.13, -6.40, 0.40], [3.60, -1.69, 2.02], [-6.06, 1.07, 0.09], [1.88, 8.73, 1.67], [-4.59, 1.89, 1.13], [-1.94, -5.90, -0.57], [2.65, -5.59, -3.63], [-0.79, 4.99, -1.05], [-1.20, -3.31, 0.93], [3.55, 8.61, 1.88], [-2.64, -0.73, 6.95], [2.77, -0.27, 1.85], [2.84, -8.19, -2.91], [0.12, -1.56, 0.66], [0.79, -0.95, -4.69], [0.31, -3.91, -2.48], [2.15, -7.02, 1.82], [-0.44, 3.99, -0.78], [1.79, -8.43, -3.08], [0.05, 5.63, -1.27], [-2.01, -1.86, -4.87], [-2.63, -2.45, -5.53], [-4.32, -1.36, -4.20], [-3.01, -6.67, 0.67], [-2.73, -1.34, 4.55], [1.91, 8.60, -1.15], [-3.86, -3.30, -3.06], [2.19, -5.82, -2.67], [2.19, 2.27, -6.82], [-2.56, 1.12, 5.20], [2.08, -1.34, 3.95], [-1.74, -4.52, 4.24], [2.47, 4.25, 1.45], [-3.74, -0.73, -3.67], [2.17, -4.65, -1.76], [0.35, 2.22, 4.54], [-3.66, -0.02, 0.48], [0.34, -1.74, -5.28], [2.45, 0.80, 3.99], [-0.12, -6.34, 3.41], [3.71, -0.87, 5.87], [-1.85, 6.79, 3.43], [-3.48, -4.03, 4.21], [2.81, 8.91, 1.13], [3.76, 8.22, -0.70], [1.33, -3.56, -2.34], [0.33, -0.66, 2.36], [1.69, 0.12, 0.10], [-0.52, 1.82, -9.46], [1.28, 0.96, 3.19], [-3.63, 6.12, 1.88], [2.24, -6.94, 3.32], [3.19, 1.57, 3.76], [-5.97, 1.71, 0.79], [0.38, 1.63, -8.86], [3.04, 2.35, -4.73], [2.77, 6.14, -0.91], [-3.67, 0.65, 1.34], [-4.47, 5.67, 1.34], [-0.42, -6.46, 1.34], [-2.47, 5.24, 2.16], [1.20, -4.95, 2.57], [1.18, 1.80, -5.13], [1.59, -7.26, 2.63], [0.64, 2.15, 3.49], [1.34, -2.68, -1.69], [-4.20, 2.41, 0.25], [-1.46, 6.08, 2.83], [-0.62, -3.08, -0.65], [0.12, -1.31, -6.26], [-0.47, -1.12, 1.94], [2.85, 9.98, 0.98], [-2.05, -2.60, 4.78], [-0.19, 2.42, 2.84], [3.70, 4.00, 0.13], [1.02, -2.16, 0.74]]}

# 5
{"formula": "C3H10N3O", "method": "wB97M-V/def2-TZVPD", "charge": 1, "orbital_gap_ha": 0.3770, "e_lumo_ev": -2.84, "e_above_lowest_ev": 5.532, "spin_multiplicity": 1, "symbols": ["H", "N", "H", "H", "H", "H", "H", "O", "N", "C", "H", "H", "C", "C", "H", "N", "H"], "xyz": [[-3.73, 1.02, 0.71], [-1.20, -0.17, -1.14], [-3.61, -0.45, 0.50], [-1.52, -0.42, -2.05], [5.33, -1.70, 0.64], [1.56, 0.77, -0.01], [0.69, -0.31, -1.87], [4.55, 0.03, -0.70], [-3.06, 0.36, 0.56], [0.01, 0.12, -1.10], [-2.60, 0.30, 1.40], [0.08, 1.04, 0.78], [3.68, -0.23, 0.19], [4.65, -1.26, -0.09], [4.22, -1.93, -0.85], [0.58, 0.74, -0.06], [-2.08, 0.08, -0.30]]}

# 6
{"formula": "C9H7NO2", "method": "wB97M-V/def2-TZVPD", "orbital_gap_ha": [0.2078, 0.1427], "s_squared": 2.032, "e_lumo_ev": [0.52, -4.81], "e_above_lowest_ev": 0.594, "spin_multiplicity": 3, "symbols": ["H", "C", "N", "H", "C", "H", "C", "H", "C", "C", "H", "C", "C", "C", "H", "O", "O", "H", "C"], "xyz": [[-1.78, -2.22, -0.73], [-1.64, 1.51, 0.35], [1.98, -0.23, 0.45], [-1.55, 2.56, 0.54], [-2.73, 0.92, -0.28], [0.32, 1.18, 1.06], [0.82, -1.30, 0.10], [3.76, -1.09, -0.35], [-2.72, -0.44, -0.51], [-0.45, -0.56, 0.18], [3.91, -0.13, 1.16], [-0.50, 0.74, 0.61], [3.43, -0.29, 0.26], [2.58, 0.77, -0.19], [-3.67, -1.01, -0.95], [2.32, 1.75, -0.81], [1.16, -2.42, -0.13], [-3.66, 1.48, -0.48], [-1.59, -1.21, -0.31]]}